This record from OMol25 describes C30H33FI2IrNO2P2S2 as an isolated structure at a distorted geometry. The level of theory is wB97M-V/def2-TZVPD.

```
74
Properties=species:S:1:pos:R:3:forces:R:3:lowdin_spin:R:1
Ir 0.0305 1.8243 0.6773 -1.3 0.1 -0.8 -0.0003
I 0.0159 2.1656 3.4387 -0.4 -0.2 -1.1 0.1532
C 2.9153 1.7779 3.0303 0.7 -0.1 -0.5 0.6797
I 3.2539 1.6204 0.9677 -0.2 0.1 0.5 0.0778
H 3.0620 0.8556 3.5653 -0.1 -0.2 0.0 0.0271
H 3.3313 2.6700 3.4657 -0.1 0.2 0.0 0.0279
C -2.3742 6.3169 -1.9162 0.3 -0.2 -0.1 0.0000
C -0.9657 5.9466 -2.3468 0.0 0.5 0.1 0.0001
O -0.8268 4.5329 -2.3912 0.0 -0.5 0.0 0.0000
P 0.3921 3.8120 -1.6257 0.1 1.0 -0.5 0.0004
S 0.2771 1.8882 -2.0832 -0.1 0.1 1.6 0.0017
S 0.4582 4.4097 0.2853 -0.5 -1.4 0.0 0.0023
O 1.6012 4.5701 -2.4221 -0.7 -0.3 0.0 0.0000
C 2.9275 4.6026 -1.9303 0.6 0.0 0.3 -0.0001
C 3.7420 3.4154 -2.4167 -0.2 0.2 0.0 0.0000
H -2.4949 7.3977 -1.9403 0.0 0.1 0.0 0.0000
H -2.5606 5.9611 -0.9058 0.0 0.0 0.1 0.0000
H -3.0979 5.8594 -2.5858 -0.1 0.0 -0.1 0.0000
H -0.2359 6.3730 -1.6502 -0.1 0.0 -0.1 0.0000
H -0.7521 6.3261 -3.3515 0.0 0.0 0.1 0.0000
H 2.9159 4.6336 -0.8319 0.0 0.0 -0.2 -0.0001
H 3.3514 5.5438 -2.3015 0.0 -0.1 0.1 0.0000
H 3.2689 2.4878 -2.1002 0.0 -0.1 0.0 -0.0004
H 4.7448 3.4600 -1.9977 0.1 0.0 0.0 0.0004
H 3.7986 3.4157 -3.5035 0.0 0.0 -0.1 0.0000
F -4.6326 -3.0876 -0.0510 0.2 0.3 0.0 0.0004
C -4.0741 -1.8442 0.0717 0.0 0.1 -0.1 0.0014
C -3.5545 -1.4592 1.2976 -0.3 -0.4 -0.2 -0.0001
C -3.0160 -0.2026 1.4298 0.1 0.6 -0.5 0.0021
C -2.9406 0.6879 0.3381 -0.6 -1.7 -0.2 0.0007
C -2.3265 1.9736 0.4840 3.1 1.3 0.5 0.0088
C -3.4795 0.2502 -0.8874 0.3 0.6 0.7 0.0014
C -4.0532 -0.9958 -1.0222 -0.3 -0.6 0.2 -0.0002
H -3.5783 -2.1403 2.1344 0.0 -0.1 0.1 0.0000
H -2.6116 0.1085 2.3805 0.1 0.1 0.1 0.0019
H -2.5273 2.4454 1.4427 -0.1 0.1 -0.1 0.0038
H -2.4801 2.6454 -0.3625 0.0 0.0 0.1 0.0002
H -3.4532 0.9241 -1.7311 0.1 0.1 -0.2 0.0001
H -4.4817 -1.3189 -1.9610 0.0 -0.1 0.0 0.0000
N 0.3450 -0.1810 0.6856 0.1 -1.8 0.0 0.0059
P 0.4889 -1.7244 0.6126 -0.7 3.3 0.2 0.0019
C -0.2022 -2.4535 -0.9149 0.2 0.0 0.4 0.0001
C -0.9262 -1.5887 -1.7195 0.1 0.0 0.1 0.0001
C -1.5192 -2.0533 -2.8774 0.0 -0.1 -0.1 0.0000
C -1.3963 -3.3864 -3.2247 0.0 0.0 -0.1 0.0000
C -0.6483 -4.2471 -2.4374 0.1 -0.2 0.0 0.0000
C -0.0384 -3.7816 -1.2876 0.0 0.0 0.0 0.0000
C -0.3604 -2.5627 2.0063 0.2 -0.1 -0.3 0.0001
C -0.5002 -1.7932 3.1560 0.1 0.0 -0.1 0.0001
C -1.1443 -2.3011 4.2679 0.0 0.0 0.1 0.0000
C -1.6272 -3.5991 4.2474 -0.1 -0.1 0.1 0.0001
C -1.4976 -4.3665 3.1026 -0.1 -0.2 0.0 0.0000
C -0.8929 -3.8429 1.9724 0.1 0.0 0.1 0.0001
C 2.2136 -2.3368 0.6319 -0.2 0.0 0.0 0.0006
C 2.9650 -2.1659 -0.5305 -0.2 -0.1 0.1 0.0004
C 4.2942 -2.5400 -0.5605 0.1 0.0 -0.1 0.0003
C 4.8909 -3.0779 0.5706 0.0 0.0 0.0 0.0001
C 4.1576 -3.2146 1.7386 0.2 0.0 0.1 0.0000
C 2.8262 -2.8412 1.7746 -0.3 0.0 -0.2 0.0000
H -1.0046 -0.5539 -1.4218 0.0 0.1 0.1 0.0000
H -2.0733 -1.3722 -3.5044 -0.1 0.1 -0.1 0.0000
H -1.8766 -3.7596 -4.1169 0.0 0.0 -0.1 0.0000
H -0.5354 -5.2837 -2.7238 0.0 -0.1 0.0 0.0000
H 0.5662 -4.4464 -0.6838 0.1 0.0 0.0 0.0000
H -0.1214 -0.7829 3.1457 0.0 0.2 0.0 -0.0001
H -1.2616 -1.6903 5.1514 0.0 0.1 0.1 0.0000
H -2.1333 -4.0045 5.1113 0.0 -0.1 0.1 0.0000
H -1.8769 -5.3793 3.0812 -0.1 0.0 0.0 0.0000
H -0.8609 -4.4335 1.0696 0.1 -0.1 -0.1 0.0000
H 2.4900 -1.7406 -1.4068 0.0 0.0 0.0 0.0000
H 4.8751 -2.4040 -1.4629 0.0 0.0 -0.1 0.0000
H 5.9296 -3.3806 0.5431 0.0 0.0 0.0 0.0000
H 4.6320 -3.6074 2.6275 0.0 -0.1 0.1 0.0000
H 2.2512 -2.9528 2.6848 0.0 0.0 0.1 0.0000
```
Positions in Å, forces in eV/Å.

Total charge: -1
Kohn-Sham gap (alpha / beta), eV: 6.42 / 6.39
Spin multiplicity: 2
Energy, Ha: -3646.98954
LUMO level (alpha / beta), eV: 2.44 / 2.32


This record from OMol25 describes a 2-piece molecular cluster, C30H33N2O overall at a distorted geometry. The level of theory is wB97M-V/def2-TZVPD.

```
66
Properties=species:S:1:pos:R:3:forces:R:3:nbo_charge:R:1
C -1.6177 2.9378 0.4193 0.4 0.0 0.1 -0.3938
C -1.2215 1.7853 1.3902 -0.2 0.9 0.0 -0.4238
C -1.7587 0.5643 0.7420 -0.5 -0.4 -0.5 -0.3486
C -2.6500 0.8695 -0.2590 0.4 0.3 0.4 0.2782
N -3.5018 0.0424 -0.9113 0.1 -0.2 -0.4 -0.4037
C -3.6447 -1.3307 -0.4226 -0.6 0.1 0.0 -0.2402
C -4.2534 -2.2293 -1.4927 -0.2 0.0 -0.2 -0.0745
O -5.4227 -1.6623 -2.0833 0.6 0.4 0.1 -0.5158
C -5.1783 -0.3852 -2.6790 0.0 -0.4 -0.1 -0.0770
C -4.6133 0.6225 -1.6872 -0.3 -0.3 0.4 -0.2412
C -2.6423 2.3586 -0.5665 -0.1 0.1 0.0 -0.4491
H -2.0255 3.7957 0.9625 0.2 -0.1 -0.1 0.2217
H -0.7337 3.2838 -0.1311 -0.2 0.0 0.2 0.1961
H -0.1425 1.7469 1.5497 0.0 0.1 0.1 0.2025
H -1.6830 1.9798 2.3707 0.2 -0.3 -0.1 0.2110
H -1.6296 -0.4178 1.1804 -0.2 0.1 0.0 0.2137
H -2.6603 -1.7258 -0.1493 -0.2 0.1 0.0 0.2100
H -4.3036 -1.3586 0.4664 0.3 0.1 -0.1 0.1975
H -3.4771 -2.4496 -2.2545 -0.4 0.1 0.1 0.1632
H -4.6134 -3.1620 -1.0374 0.4 0.2 -0.2 0.2072
H -4.4799 -0.4679 -3.5391 -0.3 -0.2 0.3 0.1671
H -6.1685 -0.0529 -3.0249 0.5 0.0 0.0 0.2117
H -5.4335 0.9440 -1.0169 0.3 -0.1 -0.1 0.1937
H -4.2555 1.4953 -2.2439 -0.1 -0.2 0.2 0.2200
H -3.6306 2.8369 -0.4346 0.3 -0.4 0.0 0.2259
H -2.3447 2.5496 -1.6100 -0.2 -0.1 0.2 0.2196
C 4.2961 3.9806 2.9970 -0.2 0.0 0.0 -0.3974
N 4.5693 3.0970 1.8789 0.0 0.6 -0.5 -0.4848
C 5.9851 2.8811 1.6445 -0.1 -0.5 0.1 -0.4022
C 3.6331 2.1208 1.5052 -0.3 -0.3 0.2 0.2735
C 2.5984 2.4410 0.5928 0.3 -0.2 0.1 -0.2265
C 1.7577 1.4474 0.1183 0.0 0.3 0.1 -0.1265
C 1.7891 0.1376 0.6504 0.0 0.1 0.0 -0.1979
C 0.9180 -0.8845 0.1229 1.4 0.1 0.2 0.2888
C 0.6145 -2.1305 0.8029 -0.4 -1.1 -0.4 -0.0857
C 0.2093 -3.0946 -0.1794 0.2 -0.3 1.3 -0.0078
C -0.0102 -4.4253 0.1589 0.0 0.7 -0.4 -0.1911
C 0.1387 -4.8089 1.4969 0.1 0.5 0.5 -0.1306
C 0.4941 -3.8614 2.4765 -0.1 -0.2 -0.3 -0.2234
C 0.7456 -2.5250 2.1334 -0.3 0.0 0.0 -0.1398
C 0.2535 -2.4546 -1.4830 0.2 0.9 -0.9 -0.0186
C 0.6974 -1.0994 -1.2994 -0.5 -1.0 -0.9 -0.0675
C 1.0445 -0.3505 -2.4256 -0.3 -0.1 0.1 -0.1424
C 0.8451 -0.9016 -3.6988 -0.1 -0.3 -0.1 -0.2154
C 0.3862 -2.2189 -3.8653 0.1 0.5 0.2 -0.1407
C 0.0997 -3.0114 -2.7448 0.0 0.2 0.6 -0.1868
C 2.7811 -0.1494 1.6283 -0.2 -0.1 0.1 -0.0633
C 3.7054 0.8047 2.0157 0.0 0.3 -0.3 -0.2699
H 3.2166 4.1453 3.0894 0.2 0.0 0.0 0.2100
H 4.6779 3.5618 3.9461 -0.2 0.1 -0.1 0.1806
H 4.8031 4.9388 2.8235 -0.2 -0.2 0.1 0.2088
H 6.1263 2.3408 0.7009 0.0 0.2 0.2 0.2107
H 6.4795 3.8593 1.5783 -0.1 -0.3 0.0 0.2157
H 6.4568 2.3083 2.4607 0.1 0.1 -0.2 0.1761
H 2.5204 3.4685 0.2313 0.1 -0.4 0.0 0.2421
H 1.0270 1.6870 -0.6532 0.0 0.0 0.4 0.2274
H -0.2834 -5.1328 -0.6259 0.1 0.1 0.4 0.2300
H -0.0194 -5.8498 1.7832 0.0 0.3 0.0 0.2365
H 0.5815 -4.1744 3.5155 0.0 0.1 -0.3 0.2367
H 1.0242 -1.7918 2.8880 -0.2 -0.3 0.0 0.2298
H 1.4762 0.6388 -2.3123 -0.1 -0.2 -0.2 0.2256
H 1.0650 -0.3003 -4.5828 0.0 -0.2 0.3 0.2348
H 0.2693 -2.6347 -4.8657 0.0 0.2 0.2 0.2352
H -0.2298 -4.0480 -2.8320 0.2 0.3 -0.2 0.2287
H 2.8520 -1.1502 2.0505 0.0 0.3 -0.2 0.2188
H 4.4910 0.5693 2.7400 -0.3 0.0 -0.3 0.2375
```
Positions in Å, forces in eV/Å.

Total charge: +1
Kohn-Sham gap, eV: 4.43
Energy, Ha: -1347.42616
LUMO level, eV: -5.54
Relative energy (zero: lowest compared OMol25 entry of this formula, charge and spin), kcal/mol: 29.4


This record from OMol25 describes C30H33N2O11W as an isolated structure at a distorted geometry. The level of theory is wB97M-V/def2-TZVPD.

```
77
Properties=species:S:1:pos:R:3:forces:R:3:lowdin_spin:R:1
C 1.7512 7.1077 -2.2768 0.8 0.1 -0.6 0.0000
C 2.1237 5.6229 -2.0325 -0.2 0.6 0.4 0.0001
C 0.2617 7.1146 -2.6792 0.2 0.1 0.5 0.0000
C 0.1007 5.8021 -3.4400 0.2 -1.3 -0.4 0.0001
H 0.0523 8.0053 -3.2848 -0.1 -0.3 0.2 0.0000
H -0.3311 7.1296 -1.7575 0.0 0.1 -0.3 0.0000
C 1.3704 4.9067 -3.1377 -0.4 0.3 -0.7 0.0007
H 1.7319 5.3557 -1.0424 0.2 -0.1 -0.2 0.0000
H 3.2104 5.4596 -2.0715 -0.5 0.0 0.2 0.0000
C 0.8197 3.5081 -2.8475 -0.2 -0.4 0.3 0.0084
H 2.0078 4.8697 -4.0357 -0.2 0.0 0.2 0.0002
H 0.0698 6.0054 -4.5231 -0.1 -0.1 0.4 0.0000
C -1.0807 4.8508 -3.0681 -0.2 0.1 0.2 0.0000
C 2.0823 8.0143 -1.1089 0.1 -0.8 1.8 0.0000
C 2.5902 7.7194 -3.4115 -0.4 1.0 -0.9 0.0000
O 2.1840 8.5719 -4.1730 0.8 -1.2 0.8 0.0000
O 2.2422 7.6249 0.0402 -0.3 0.5 -1.5 0.0000
O 2.1983 9.3054 -1.4538 -0.2 -0.1 0.4 0.0000
O 3.8531 7.2130 -3.4482 0.3 0.2 0.2 0.0000
C 4.9874 7.9321 -2.9043 -0.4 -0.1 -0.4 0.0000
H 5.4788 7.2708 -2.1866 -0.1 0.1 -0.1 0.0000
H 4.6918 8.8597 -2.4044 -0.1 -0.1 -0.2 0.0000
H 5.6593 8.1470 -3.7355 0.0 0.1 0.2 0.0000
C 2.3994 10.1596 -0.3210 0.1 0.2 0.2 0.0000
H 1.6554 9.9370 0.4602 0.3 0.2 -0.3 0.0000
H 2.2931 11.1798 -0.6974 0.0 -0.2 0.1 0.0000
H 3.4103 9.9968 0.0822 -0.4 0.1 0.0 0.0000
O -0.5793 3.4905 -3.1916 0.6 1.2 -0.4 0.0038
H 0.9304 3.2283 -1.7810 0.0 0.1 -0.3 0.0125
H 1.3307 2.7457 -3.4564 -0.3 0.2 0.2 0.0000
C -2.2481 5.0388 -4.0318 0.0 -0.2 0.0 0.0000
C -1.5732 5.0406 -1.6273 -0.1 -0.2 0.0 0.0006
H -2.1115 5.9890 -1.5165 0.1 -0.1 0.0 0.0000
H -0.7491 5.0076 -0.9017 -0.2 0.0 -0.1 0.0001
H -2.2731 4.2313 -1.3787 0.2 0.1 -0.1 0.0003
H -3.0848 4.3920 -3.7466 0.1 0.1 -0.1 0.0000
H -1.9440 4.7938 -5.0559 0.0 0.0 0.2 0.0000
H -2.5890 6.0824 -4.0003 0.1 -0.2 0.0 0.0000
W 0.3688 0.0299 0.0973 -2.5 -1.1 1.3 1.4627
C 0.2011 -1.9765 -1.3301 1.2 0.7 0.4 0.0382
C 0.3181 -0.8734 -2.2165 0.2 0.1 0.7 0.0441
C 1.5095 -0.1406 -1.8724 0.5 -0.8 0.4 0.0975
H -0.3656 -0.6361 -3.0208 0.0 0.1 0.2 0.0071
C 2.1476 -0.8163 -0.7587 0.2 -0.9 -1.3 0.0621
C 1.2900 -1.9326 -0.3810 0.5 0.0 -2.1 0.0325
H 1.5319 -2.7171 0.3156 0.0 0.1 0.2 0.0027
H -0.5356 -2.7556 -1.3786 -0.3 0.2 0.2 0.0025
H 1.9255 0.6835 -2.4302 0.0 0.0 0.1 0.0164
H 3.1380 -0.6187 -0.3797 -0.1 0.1 0.1 0.0109
C -1.1411 0.5032 2.0481 1.1 0.2 0.0 0.0367
C -0.3397 -0.6681 2.2267 0.1 1.0 -0.2 -0.0055
C 1.0553 -0.2940 2.1063 -0.2 0.5 0.3 0.0071
H -0.6973 -1.6195 2.5756 -0.1 0.0 -0.2 -0.0010
C 1.0923 1.1333 1.8152 0.1 0.5 0.5 0.0326
C -0.2769 1.6097 1.7990 -0.1 -0.7 -0.1 0.0524
H -0.5832 2.6417 1.6871 0.0 -0.2 -0.1 0.0119
H -2.2177 0.5295 2.1247 0.1 0.0 -0.3 0.0046
H 1.8959 -0.9226 2.3725 -0.1 0.1 -0.1 0.0016
H 1.9758 1.7486 1.7824 0.0 0.1 0.2 0.0063
O -4.3096 -2.2730 0.1363 1.0 0.2 0.1 0.0016
C -3.0491 -2.2201 0.1638 -1.2 1.1 -0.4 0.0023
O -2.3136 -1.2693 -0.1669 0.0 -0.5 0.3 0.0461
C -2.4296 -3.5426 0.6173 0.1 -1.8 0.3 -0.0002
C -1.1588 -3.8251 1.1387 0.6 -0.6 0.1 -0.0005
C -0.7597 -5.1591 1.4918 -2.3 0.6 -0.9 0.0000
C -1.6708 -6.2207 1.3484 -0.2 -0.3 0.0 -0.0001
C -2.9572 -5.9492 0.8283 1.7 2.2 0.3 0.0000
C -3.3146 -4.6283 0.4697 0.2 -1.1 0.2 0.0000
N -3.9455 -6.9676 0.6774 -2.3 -1.7 -0.5 0.0000
O -3.6803 -8.1443 0.9997 -0.2 2.0 -0.5 0.0000
O -5.0594 -6.6154 0.2213 2.1 -1.0 0.9 0.0000
N 0.5645 -5.4552 1.9883 2.2 -0.5 0.9 0.0000
O 1.4140 -4.5341 2.0716 -1.9 -1.8 -0.2 0.0002
O 0.8051 -6.6415 2.3193 -0.3 2.3 -0.6 0.0001
H -0.4160 -3.0422 1.2763 -0.3 -0.1 -0.2 -0.0001
H -1.4002 -7.2443 1.6356 -0.1 0.6 -0.2 0.0000
H -4.3148 -4.4398 0.0789 0.5 0.1 0.2 0.0001
```
Positions in Å, forces in eV/Å.

Total charge: -1
Kohn-Sham gap (alpha / beta), eV: 5.01 / 4.52
Spin multiplicity: 3
Energy, Ha: -2166.98658
LUMO level (alpha / beta), eV: 1.26 / 1.26
Relative energy (zero: lowest compared OMol25 entry of this formula, charge and spin), kcal/mol: 0.0